Version a
An isolated ion of composition C4H6O2P and charge -1. Source: OMol25; level of theory: the ωB97M-V functional and the def2-TZVPD basis.

```
13
C4H6O2P the ωB97M-V functional and the def2-TZVPD basis
C 0.2226 -1.4660 -0.2441
C 1.0238 -0.3695 -0.0941
C -1.0996 -1.3154 -0.6007
C 0.4349 1.0377 -0.3315
O -2.2406 1.8378 -0.9894
O -1.6623 0.8562 1.3347
P -1.3696 0.8351 -0.2781
H 0.5408 -2.5349 -0.0927
H 2.0905 -0.3230 -0.3215
H -1.9796 -1.6920 -0.0499
H 0.7955 1.8802 0.2536
H 0.5799 1.2263 -1.3909
H -1.6067 -0.0294 1.7152
```

Summary:
LUMO = 0.1536 Ha
Total charge = -1
SMILES = [O-][P@@]1(O)=CC=CC1
HOMO energy = -0.07974 Ha

Here are the natural (NBO) charges for atoms 1 to 6, given in e: C -0.263; C -0.431; C -0.750; C -0.828; O -1.120; O -1.028

---

Version b
C4H6O2P as an isolated structure. Source: OMol25; level of theory: the ωB97M-V functional and the def2-TZVPD basis.

```
13
C4H6O2P the ωB97M-V functional and the def2-TZVPD basis
C 1.5228 1.4195 0.7083
C 1.3881 0.1937 0.2858
C -1.3814 0.6190 -0.0522
C -0.3526 -0.3073 -0.6961
O -2.0409 -0.0435 0.7936
O -1.4786 1.8046 -0.3569
P -0.7976 -1.8411 0.1632
H 2.4063 1.7468 1.2479
H 0.7573 2.1596 0.5481
H 2.0421 -0.6523 0.3697
H -0.0397 -0.2687 -1.7346
H -0.0621 -2.7015 -0.7305
H -1.9639 -2.1288 -0.5464
```

Summary:
LUMO = 0.1532 Ha
Total charge = -1
HOMO energy = -0.14842 Ha

Here are the natural (NBO) charges for atoms 1 to 6, given in e: C -0.476; C -0.147; C 0.718; C -0.567; O -0.763; O -0.739

---

Tell me which of them is the least stable. Sure, it is version b.

---

Version a
A 8-piece molecular cluster, H16O8 overall. Source: OMol25; level of theory: the ωB97M-V functional and the def2-TZVPD basis.

```
24
H16O8 the ωB97M-V functional and the def2-TZVPD basis
H 0.6866 0.2865 -0.2886
H 1.6677 0.2450 -1.4588
H -2.7219 0.5962 -0.6493
H -1.5314 1.2713 -1.0461
H 2.0589 3.3531 1.7412
H 0.9640 4.4113 1.9885
H 1.5443 -0.0558 2.6478
H 2.2229 -1.3868 2.8592
H 3.7657 -0.2199 -3.4565
H 3.3736 -0.7588 -2.0632
H -3.5538 -1.7551 1.1083
H -3.0485 -0.9990 -0.0638
H -1.8233 -3.5385 -2.5430
H -0.4096 -3.3303 -2.9477
H -0.8696 0.2016 2.3804
H -1.5733 1.2802 1.5291
O 0.7314 0.1659 -1.2501
O -2.4855 1.4378 -0.8413
O 1.1087 3.5162 1.8990
O 2.3982 -0.4242 2.8783
O 3.8404 -0.0567 -2.5663
O -2.8366 -1.1759 0.9286
O -1.1228 -3.9371 -3.0716
O -1.7278 0.5238 2.0561
```

Summary:
LUMO = -0.0037 Ha
SMILES = O.O.O.O.O.O.O.O
HOMO energy = -0.39526 Ha

Here are the natural (NBO) charges for atoms 1 to 6, given in e: H 0.472; H 0.480; H 0.442; H 0.474; H 0.476; H 0.471

---

Version b
A 8-piece molecular cluster, H16O8 overall. Source: OMol25; level of theory: the ωB97M-V functional and the def2-TZVPD basis.

```
24
H16O8 the ωB97M-V functional and the def2-TZVPD basis
O 3.3431 -0.6738 1.1072
H 3.3037 -1.6237 0.9630
H 2.6454 -0.5020 1.7503
O -0.8541 3.3043 -0.8049
H 0.0684 3.0239 -0.7475
H -1.0135 3.8045 0.0009
O 1.6210 1.4786 -0.3674
H 2.1332 0.9281 -0.9687
H 2.2624 1.7592 0.2958
O -2.4361 0.2139 2.9740
H -1.6652 0.0863 2.3936
H -2.1206 0.7497 3.7059
O -0.5042 -0.0243 0.8978
H 0.2488 0.4790 0.5502
H -0.7503 -0.6491 0.2023
O -2.1069 -2.3370 -0.8238
H -2.1397 -2.8042 0.0172
H -1.1915 -2.4126 -1.1317
O 0.6865 -2.1784 -1.3496
H 1.4174 -1.8421 -1.8779
H 1.0972 -2.7194 -0.6670
O -1.6492 0.6959 -2.2797
H -1.3471 1.2962 -1.5847
H -1.0486 -0.0533 -2.2554
```

Summary:
LUMO = -0.0198 Ha
SMILES = O.O.O.O.O.O.O.O
HOMO energy = -0.38801 Ha

Here are the natural (NBO) charges for atoms 1 to 6, given in e: O -0.948; H 0.470; H 0.479; O -0.952; H 0.481; H 0.473

---

Tell me which of them is the least stable. Sure, it is version a.

---

Version a
A 8-piece molecular cluster, H16O8 overall. Source: OMol25; level of theory: the ωB97M-V functional and the def2-TZVPD basis.

```
24
H16O8 the ωB97M-V functional and the def2-TZVPD basis
O -0.4612 0.7814 0.1823
H -0.6022 -0.1596 0.2343
H 0.4298 0.8594 -0.1897
O 0.7067 -1.7826 -1.8317
H 0.8938 -1.3656 -1.0127
H 1.5308 -2.1576 -2.1117
O -1.3172 -1.8036 0.3743
H -0.8803 -2.5136 -0.0647
H -2.2003 -1.8766 -0.0317
O -3.2812 0.3034 -1.0627
H -2.6103 0.2554 -0.3637
H -3.9842 -0.0236 -0.5367
O 0.0757 -0.5926 2.8963
H -0.7423 -0.9316 3.2873
H -0.3833 -0.0566 2.2973
O 1.9018 1.3424 -0.9977
H 2.7688 1.1844 -0.8477
H 1.8068 1.3904 -1.9587
O 1.7088 -1.0876 0.5453
H 1.5398 -1.0226 1.5023
H 2.3398 -0.3646 0.4273
O 0.2408 3.3804 0.0593
H 0.9168 3.4834 -0.5727
H -0.3972 2.7584 -0.2227
```

Summary:
LUMO = 0.0019 Ha
SMILES = O.O.O.O.O.O.O.O
HOMO energy = -0.38900 Ha

Here are the natural (NBO) charges for atoms 1 to 6, given in e: O -1.028; H 0.488; H 0.498; O -0.967; H 0.487; H 0.462

---

Version b
A 8-piece molecular cluster, H16O8 overall. Source: OMol25; level of theory: the ωB97M-V functional and the def2-TZVPD basis.

```
24
H16O8 the ωB97M-V functional and the def2-TZVPD basis
H -1.3886 -0.0287 -0.1975
H -1.1575 1.4231 -0.3581
H 3.8859 -2.6349 0.4358
H 2.5301 -2.5706 0.1681
H -3.5876 -0.6687 -2.3332
H -3.2149 -0.1809 -0.9730
H 2.6583 -0.2750 -0.9285
H 2.7244 1.1387 -0.2526
H -0.1609 -1.0832 -1.1947
H -0.7417 -2.1000 -2.0609
H -3.7511 -2.0167 -0.9106
H -2.4748 -1.6379 -0.3261
H 0.2264 0.9588 4.0243
H 1.7456 0.6277 4.1871
H 0.3893 4.3087 -0.1860
H 1.2938 4.7905 1.0254
O -0.6307 0.5411 -0.2504
O 3.1855 -1.9599 0.3913
O -2.7870 -0.6654 -1.6686
O 3.1288 0.5150 -0.8638
O -0.9731 -1.6256 -1.2673
O -3.2408 -2.1101 -0.1029
O 1.0131 0.8345 3.4823
O 1.3276 4.4194 0.1598
```

Summary:
LUMO = 0.0035 Ha
SMILES = O.O.O.O.O.O.O.O
HOMO energy = -0.38032 Ha

Here are the natural (NBO) charges for atoms 1 to 6, given in e: H 0.463; H 0.466; H 0.464; H 0.455; H 0.469; H 0.465

---

Version c
A 8-piece molecular cluster, H16O8 overall. Source: OMol25; level of theory: the ωB97M-V functional and the def2-TZVPD basis.

```
24
H16O8 the ωB97M-V functional and the def2-TZVPD basis
O -0.3446 2.2708 -5.9751
H 0.0600 2.4705 -5.1309
H -0.6249 3.1210 -6.3140
O -0.1478 -0.3489 -0.3941
H 0.7037 -0.6990 -0.1320
H 0.0620 0.3997 -0.9525
O 4.8706 -3.6116 1.6856
H 5.6910 -3.6051 2.1788
H 5.1310 -3.4227 0.7841
O -2.4588 4.5070 2.5358
H -1.7278 4.5698 1.9209
H -2.0450 4.3586 3.3861
O -1.7744 -2.4325 3.3940
H -1.0517 -3.0308 3.5836
H -1.6057 -2.1274 2.5025
O 1.6300 3.6678 -2.0669
H 1.6344 4.5989 -1.8451
H 2.5353 3.4748 -2.3107
O 1.1039 -6.5003 1.4327
H 1.5944 -5.6797 1.3867
H 1.6696 -7.1425 1.0038
O -5.2793 1.5557 -0.3941
H -4.3547 1.3892 -0.5773
H -5.2715 2.2165 0.2984
```

Summary:
LUMO = 0.0021 Ha
SMILES = O.O.O.O.O.O.O.O
HOMO energy = -0.41214 Ha

Here are the natural (NBO) charges for atoms 1 to 6, given in e: O -0.936; H 0.469; H 0.467; O -0.938; H 0.466; H 0.472

---

Version d
A 8-piece molecular cluster, H16O8 overall. Source: OMol25; level of theory: the ωB97M-V functional and the def2-TZVPD basis.

```
24
H16O8 the ωB97M-V functional and the def2-TZVPD basis
O -2.3938 -1.7199 -1.1960
H -2.1439 -2.5587 -1.0811
H -1.8224 -1.5497 -1.8659
O 2.4824 1.6093 0.8100
H 2.3060 0.6565 0.7867
H 3.1924 1.5802 1.5002
O -1.7182 2.6840 0.6523
H -2.4027 3.0601 0.2952
H -1.5122 1.8151 0.1228
O -0.7477 -0.2883 0.6094
H -0.2262 -0.0863 -0.1343
H -1.3601 -0.7104 0.0906
O 0.5546 1.2159 -1.5243
H 1.3486 1.4956 -1.4948
H 0.1604 2.0442 -2.1276
O -0.1598 -1.0166 -3.0172
H 0.1083 -0.3461 -2.4503
H 0.5404 -1.5406 -2.9066
O 2.4470 -1.3227 0.7401
H 1.5853 -1.8658 0.5443
H 2.8113 -1.4380 1.6927
O -1.1527 -0.3107 3.4560
H -0.9729 -0.4130 2.5006
H -0.9239 -0.9939 3.9971
```

Summary:
LUMO = -0.0035 Ha
SMILES = O.O.O.O.O.O.O.O
HOMO energy = -0.38898 Ha

Here are the natural (NBO) charges for atoms 1 to 6, given in e: O -0.923; H 0.456; H 0.476; O -0.957; H 0.484; H 0.462

---

Tell me which of them is the least stable. Sure, it is version b.

---

Version a
A 8-piece molecular cluster, H16O8 overall. Source: OMol25; level of theory: the ωB97M-V functional and the def2-TZVPD basis.

```
24
H16O8 the ωB97M-V functional and the def2-TZVPD basis
H -1.4777 -0.3483 -0.6735
H -0.5106 -0.2021 -1.8368
H 1.6109 -1.1230 1.0728
H 0.7296 -2.2449 1.5972
H -3.5754 3.0863 0.7646
H -3.7220 3.2105 -0.7431
H -0.9333 1.2264 -0.4170
H 0.3520 1.8707 -0.9099
H -0.2688 -2.4621 -1.2686
H 0.8789 -1.4945 -1.0306
H -4.3319 -3.0246 0.2370
H -3.1160 -2.2067 0.6403
H 3.5610 2.3352 1.0439
H 2.0880 2.0934 0.7578
H 4.3754 0.8411 -0.4848
H 3.7108 -0.3882 0.1129
O -0.5383 -0.2742 -0.8761
O 1.6424 -2.0414 1.3637
O -4.2041 2.9444 0.0480
O -0.5659 2.0725 -0.6965
O 0.6929 -2.4030 -1.2933
O -3.6703 -2.9391 0.9326
O 2.6794 2.5272 1.3831
O 4.0425 -0.0325 -0.7193
```

Summary:
LUMO = -0.0248 Ha
SMILES = O.O.O.O.O.O.O.O
HOMO energy = -0.40428 Ha

Here are the natural (NBO) charges for atoms 1 to 6, given in e: H 0.480; H 0.502; H 0.450; H 0.472; H 0.471; H 0.472

---

Version b
A 8-piece molecular cluster, H16O8 overall. Source: OMol25; level of theory: the ωB97M-V functional and the def2-TZVPD basis.

```
24
H16O8 the ωB97M-V functional and the def2-TZVPD basis
H 0.5547 -0.4517 1.3947
H 0.2409 0.0395 0.0968
H -4.2311 -0.2585 -0.1325
H -3.7739 -1.5666 0.3354
H -4.0565 0.4318 1.7149
H -3.3910 1.4467 2.5692
H 3.5587 -2.4359 -0.8390
H 5.0848 -2.8987 -0.8161
H -1.4328 1.0253 -4.5158
H -0.3438 0.0258 -4.2801
H 2.8055 0.2758 5.1381
H 2.2883 1.7728 5.6102
H 0.5435 1.6699 -0.2311
H -0.8697 2.0204 -1.0184
H 1.4400 -0.7764 -1.5612
H 0.6378 -0.4882 -2.7779
O 0.9042 -0.4871 0.5419
O -3.5946 -0.5949 0.4550
O -3.6217 0.5453 2.5849
O 4.1027 -3.2197 -0.9662
O -0.7738 0.5377 -5.0325
O 2.4851 1.2109 4.8462
O 0.0685 2.2649 -0.8980
O 1.3743 -0.0893 -2.2185
```

Summary:
LUMO = -0.0090 Ha
SMILES = O.O.O.O.O.O.O.O
HOMO energy = -0.40341 Ha

Here are the natural (NBO) charges for atoms 1 to 6, given in e: H 0.477; H 0.458; H 0.464; H 0.486; H 0.472; H 0.452

---

Tell me which of them is the least stable. Sure, it is version b.